(1)
C12H23N5O6PdS | ωB97M-V/def2-TZVPD

The charge is 0. The calculation puts the HOMO-LUMO gap (alpha / beta) at 4.44 / 4.65 eV. As for the spin multiplicity: 3. The energy relative to the best compared isomer or geometry (same formula, charge and spin) is 152.4 kJ/mol.

```
48
Properties=species:S:1:pos:R:3:forces:R:3
H 4.547 1.634 -0.612 -0.291 -0.229 -0.003
H 2.584 3.957 1.602 0.105 -0.369 -0.292
H -1.918 1.451 -1.039 0.388 0.354 0.880
H 3.999 2.905 1.228 -0.355 0.284 -0.042
S 1.032 -1.877 4.407 -0.678 0.791 0.250
O -1.229 1.878 -0.474 -1.717 2.033 -2.526
H 1.121 2.815 -3.032 -0.063 -0.196 0.439
H 4.401 -0.054 -0.074 -0.246 0.136 -0.250
C -2.053 -1.973 0.107 3.760 -0.359 0.144
C 2.523 0.994 -0.164 -1.703 -2.558 -0.431
O 0.141 -2.527 -0.098 1.155 0.367 -0.524
C 3.912 0.737 -0.665 0.255 0.331 0.042
N -2.409 0.170 0.941 -1.433 -2.395 -0.235
H -1.579 -3.857 -0.854 -0.344 0.304 0.375
O 0.420 2.800 2.041 0.106 1.136 0.320
O 0.274 2.342 -2.971 -0.001 1.739 2.008
O 2.086 -1.119 -0.701 -0.451 -1.829 -0.455
H -4.769 -1.793 -0.155 -0.229 0.167 0.454
H -0.585 -0.474 5.803 0.480 -0.356 -0.272
C -0.143 -0.635 4.818 -0.009 0.128 -0.308
N 0.204 -0.334 2.586 1.236 -1.346 1.236
H -0.950 1.002 -3.777 -0.271 0.446 -1.017
H -1.123 0.983 3.638 0.470 -0.698 0.041
N -0.768 -1.572 0.147 -3.911 -2.476 -0.739
C 1.043 -1.346 2.780 -1.401 1.276 0.455
N 0.875 1.987 1.202 2.971 1.035 -0.936
H -3.267 -3.290 -1.063 0.212 -0.156 0.368
H -2.747 -3.972 0.520 0.110 0.176 -0.509
C -2.971 -1.021 0.626 0.006 2.842 0.773
H -0.004 2.102 -2.014 0.104 0.111 -0.392
H 0.741 0.814 -4.093 0.339 -0.857 -0.561
C -0.053 1.530 -4.107 0.730 -1.178 0.557
H -1.798 2.303 0.259 0.567 -0.721 -0.688
O -3.093 1.198 1.237 -0.844 0.754 0.279
C 3.024 3.273 0.859 0.076 0.116 0.052
H 1.031 -1.917 -0.382 0.012 -0.773 -0.165
N 1.607 0.006 -0.248 2.710 2.966 -0.345
H 3.226 3.842 -0.067 0.003 -0.071 0.325
H 1.628 -1.798 1.979 -0.210 0.116 0.255
H 0.056 2.163 -4.987 -0.960 -0.193 0.086
C -4.431 -1.289 0.767 -0.027 -0.088 -0.314
C -0.452 0.109 3.714 0.535 -0.758 0.136
H -4.965 -0.340 0.904 0.107 -0.323 -0.006
H 3.875 0.394 -1.708 0.060 -0.097 0.248
C -2.427 -3.366 -0.350 -0.149 0.237 0.117
H -4.620 -1.960 1.626 -0.063 0.285 -0.349
Pd -0.314 0.381 0.724 1.221 -1.599 -0.493
C 2.108 2.115 0.583 -2.361 1.492 2.012
```
Positions in Å, forces in eV/Å.

(2)
C12H24AlBrO7PS2 | ωB97M-V/def2-TZVPD

The charge is -1. The calculation puts the HOMO-LUMO gap at 6.98 eV.

```
48
Properties=species:S:1:pos:R:3:forces:R:3
C 9.408 -0.769 1.128 0.083 -0.312 -0.225
H -5.223 -4.438 -4.344 -0.025 0.135 -0.060
H 2.252 3.000 3.641 -2.222 -0.765 -0.765
H -6.131 2.490 2.763 2.823 -0.820 -0.402
C 8.240 -0.016 1.739 0.651 -0.378 0.525
H 4.581 -0.256 -1.400 0.126 -0.059 0.179
O 1.351 2.689 3.276 2.245 -0.213 -0.423
H -3.906 4.065 3.435 0.542 -2.537 -1.154
C -5.486 -3.570 -3.732 -0.008 -0.194 0.340
H -4.940 1.450 -2.661 -0.019 -0.176 0.069
C -2.121 2.523 2.654 -4.210 -3.086 -1.432
C -4.939 -2.292 -4.340 0.256 -0.881 -0.329
H -5.687 -0.039 1.508 1.932 1.540 0.778
H -6.452 0.734 -1.998 0.155 -0.069 -0.013
H -5.081 -3.736 -2.730 -0.037 0.031 -0.155
C -3.697 3.003 2.938 0.064 -2.431 -1.209
H 10.162 -1.002 1.885 -0.076 0.127 0.010
H 8.618 0.892 2.222 -0.361 0.013 -0.249
H -6.575 -3.516 -3.636 0.139 -0.002 -0.088
C -3.251 0.152 1.536 -1.359 3.442 1.558
H -5.323 -2.193 -5.362 -0.003 0.343 0.264
H -3.098 -0.880 0.984 -0.300 2.340 1.283
C 5.257 0.356 -0.798 0.272 0.064 0.179
O 7.304 0.391 0.748 -0.718 -0.258 -0.563
S -4.705 -0.855 -2.154 0.354 0.610 -0.025
H -0.036 0.292 -0.206 0.199 0.140 0.029
C -4.786 0.645 1.831 3.616 2.222 0.913
H -3.846 -2.320 -4.408 -0.089 0.116 0.140
P 1.764 1.394 2.187 1.341 1.018 1.586
Br 2.686 2.489 0.366 -0.551 0.217 0.178
C -5.365 0.776 -1.915 -0.124 -0.006 -0.234
H 9.081 -1.714 0.684 0.033 0.134 0.077
H 9.871 -0.180 0.330 -0.044 -0.028 0.157
O -5.366 -1.144 -3.617 0.059 0.625 0.699
O 5.603 -1.416 1.106 1.094 0.190 -0.808
H 7.746 -0.611 2.515 -0.091 0.035 -0.173
H 4.688 0.941 -0.074 0.130 -0.152 -0.094
H -5.083 1.102 -0.912 0.127 -0.193 -0.017
S 6.351 -0.744 0.065 -0.699 0.590 0.066
C -5.021 2.107 2.564 3.956 -1.418 -1.096
H -1.193 3.184 2.931 -2.118 -1.377 -0.545
C -1.906 1.065 1.931 -4.414 1.848 1.285
H 5.847 1.004 -1.449 -0.014 -0.123 0.121
O -3.268 -0.755 -2.301 -1.342 -0.596 0.105
O 7.119 -1.469 -0.920 -0.232 -0.003 0.768
Al -0.091 0.236 1.406 -1.912 -0.165 -1.083
H -0.031 -1.337 1.764 0.179 0.201 0.441
O -5.319 -1.729 -1.182 0.592 0.264 -0.615
```
Positions in Å, forces in eV/Å.

(3)
C12H24AlF4NS | ωB97M-V/def2-TZVPD

The charge is 0. The calculation puts the HOMO-LUMO gap at 8.01 eV.

```
43
Properties=species:S:1:pos:R:3:forces:R:3
H -5.338 -0.352 0.143 -0.023 -0.056 -0.036
S -1.854 -0.892 -1.118 -0.008 0.051 -0.219
C 0.471 -0.390 0.873 -0.746 -0.103 0.432
H -1.198 1.385 -1.614 0.065 -0.055 -0.041
H 4.477 -1.052 -1.184 -0.011 0.030 -0.014
H -1.664 1.167 0.078 -0.057 -0.120 -0.006
C 2.845 0.288 -1.062 0.001 0.055 -0.126
C -1.108 0.715 -0.752 0.088 0.374 0.179
C 3.400 -1.106 -1.366 0.125 -0.075 0.179
F -2.652 2.175 2.181 0.067 -0.026 -0.120
C 0.921 -0.196 -2.678 0.146 0.124 -0.066
F -2.164 -0.450 2.628 -0.028 -0.022 -0.018
H 1.412 2.522 2.273 0.035 -0.045 0.019
H -3.621 0.712 -1.210 0.030 -0.011 -0.051
C 1.382 0.610 -1.461 -0.078 -0.139 -0.073
H 0.436 2.777 0.118 -0.016 0.018 0.055
C -3.604 -0.376 -1.152 0.014 -0.118 0.133
H 3.298 -1.332 -2.428 -0.014 0.001 0.012
Al -2.407 1.036 3.417 0.252 0.050 -0.122
C -4.381 -0.871 0.060 0.128 -0.068 0.048
H 0.620 -1.211 -2.424 0.038 -0.009 -0.026
N 0.654 1.859 0.490 -0.014 -0.062 -0.060
F -0.888 1.411 4.092 0.127 0.020 -0.122
H 1.736 -0.247 -3.401 -0.009 -0.018 0.003
H 2.761 -1.986 0.519 0.082 -0.047 -0.042
C 1.181 1.676 1.636 -0.067 0.166 0.226
F -3.646 0.979 4.529 -0.015 0.023 0.021
H 1.387 1.656 -1.795 -0.006 -0.010 -0.004
H -4.009 -0.770 -2.084 -0.076 0.082 0.014
C 1.356 0.243 1.965 -0.398 -0.014 -0.336
H -4.565 -1.944 -0.015 -0.046 0.025 -0.009
C 0.360 0.607 -0.298 -0.010 -0.060 0.164
H 3.473 0.996 -1.609 0.017 -0.005 0.027
H 1.855 -2.576 -0.874 0.007 0.033 0.025
H 3.501 -3.127 -0.597 -0.028 -0.007 -0.037
H 0.092 0.295 -3.185 -0.117 -0.120 0.103
H -0.527 -0.373 1.326 0.024 -0.163 -0.054
C 2.844 -2.259 -0.536 -0.063 -0.006 -0.014
H 3.021 0.503 -0.004 -0.032 0.053 -0.057
H 2.416 -0.021 1.948 -0.022 -0.002 0.153
H 0.922 0.068 2.952 0.239 -0.026 0.081
H 0.618 -1.438 0.639 0.444 0.185 -0.225
H -3.810 -0.709 0.974 -0.046 0.100 0.003
```
Positions in Å, forces in eV/Å.

Number 1: E_tot -46855.35657 eV. Number 2: E_tot -134758.35099 eV. Number 3: E_tot -42633.86888 eV.